{
  "formula": "C41H34N9O2STi",
  "method": "the ωB97M-V functional and the def2-TZVPD basis",
  "homo_ev": [-3.17, -3.99],
  "multiplicity": 3,
  "charge": -1,
  "s2": 2.041,
  "species": ["Ti", "O", "C", "C", "C", "C", "C", "C", "C", "N", "C", "C", "N", "C", "C", "C", "C", "C", "C", "C", "O", "H", "H", "H", "H", "H", "H", "H", "H", "H", "H", "H", "H", "H", "H", "S", "C", "N", "N", "C", "C", "C", "C", "C", "C", "N", "N", "C", "C", "C", "C", "C", "C", "H", "H", "H", "H", "H", "H", "H", "H", "H", "H", "H", "N", "C", "C", "C", "C", "C", "C", "N", "C", "C", "C", "C", "N", "C", "C", "H", "H", "H", "H", "H", "H", "H", "H", "H"],
  "xyz": [[0.28684, -0.85673, -0.17919], [1.17161, -1.68404, 1.30849], [1.76497, -2.75964, 1.77815], [3.16526, -2.84880, 1.78687], [3.80412, -3.97726, 2.26045], [3.07477, -5.06951, 2.72635], [1.69317, -5.00157, 2.70600], [1.03012, -3.85924, 2.26868], [-0.43935, -3.80845, 2.20221], [-1.10489, -2.82469, 2.63590], [-2.48864, -2.74281, 2.23918], [-2.61825, -1.60673, 1.22125], [-1.74249, -1.81200, 0.06840], [-2.27963, -2.44207, -0.91318], [-1.67211, -2.83602, -2.15574], [-2.52461, -3.32986, -3.15894], [-2.04286, -3.73220, -4.37908], [-0.65959, -3.65551, -4.61043], [0.20013, -3.19546, -3.64645], [-0.27371, -2.76122, -2.38575], [0.56601, -2.32567, -1.50134], [3.72150, -2.00955, 1.38838], [4.88700, -4.01652, 2.25127], [3.57769, -5.95874, 3.08268], [1.10372, -5.84828, 3.04304], [-0.94490, -4.63925, 1.68540], [-3.11231, -2.50237, 3.10459], [-2.85214, -3.68106, 1.79145], [-2.34182, -0.67159, 1.70781], [-3.66131, -1.51769, 0.90037], [-3.34043, -2.70925, -0.82881], [-3.59010, -3.36931, -2.95537], [-2.71253, -4.09208, -5.14857], [-0.26272, -3.95696, -5.57305], [1.26409, -3.11253, -3.82648], [2.16590, 0.44521, -1.13294], [1.37600, 0.41419, -2.72102], [2.03344, 0.37864, -3.86362], [3.37889, 0.32660, -3.75426], [4.16930, 0.21217, -4.86570], [3.63504, 0.24615, -6.16086], [4.47568, 0.13978, -7.25588], [5.85008, -0.00194, -7.10493], [6.37747, -0.03734, -5.81851], [5.55588, 0.06725, -4.71198], [0.03560, 0.44440, -2.84910], [-0.66050, 0.36651, -1.69902], [-2.02630, 0.55293, -1.90435], [-2.84494, 0.88300, -0.81599], [-4.21515, 1.02564, -0.95933], [-4.81885, 0.85429, -2.19864], [-4.01275, 0.54702, -3.29113], [-2.64310, 0.40317, -3.15800], [3.76957, 0.20257, -2.82483], [2.56661, 0.35250, -6.27763], [4.04381, 0.16702, -8.24970], [6.49631, -0.08497, -7.96904], [7.44557, -0.14986, -5.67352], [5.97577, 0.03711, -3.71287], [-2.39020, 1.02718, 0.15572], [-4.81501, 1.28350, -0.09316], [-5.88957, 0.96712, -2.31328], [-4.46121, 0.40898, -4.26866], [-2.02490, 0.15314, -4.00790], [-0.89206, 3.70961, 5.51849], [-1.10288, 4.93504, 6.10947], [-1.32872, 5.32257, 7.42540], [-1.50303, 6.67471, 7.65238], [-1.45391, 7.60708, 6.60411], [-1.22903, 7.21290, 5.30001], [-1.05072, 5.85313, 5.05091], [-0.81290, 5.19530, 3.85863], [-0.72240, 3.93262, 4.17375], [-0.47473, 2.84588, 3.21840], [-0.30608, 3.14136, 1.87015], [-0.09192, 2.10495, 0.98004], [-0.03365, 0.82574, 1.36474], [-0.16688, 0.54008, 2.66050], [-0.40248, 1.51477, 3.61301], [-0.85719, 2.81940, 5.97975], [-1.36702, 4.60550, 8.23525], [-1.68184, 7.02385, 8.66104], [-1.59609, 8.65602, 6.82927], [-1.18949, 7.92504, 4.48676], [-0.34849, 4.16499, 1.52845], [0.03826, 2.27618, -0.08114], [-0.10158, -0.50992, 2.92275], [-0.52025, 1.20587, 4.64345]],
  "forces_ev_per_angstrom": [[-0.08, 0.10, -0.01], [0.02, -0.01, -0.02], [0.03, -0.06, 0.03], [0.01, 0.06, -0.03], [-0.02, -0.04, 0.01], [0.01, 0.03, -0.01], [-0.02, -0.03, 0.00], [-0.04, 0.02, 0.00], [-0.02, 0.01, -0.01], [0.03, 0.01, 0.01], [-0.01, 0.00, 0.00], [0.01, 0.00, 0.04], [-0.01, -0.04, -0.01], [-0.04, 0.00, -0.01], [0.01, 0.01, 0.02], [-0.01, -0.01, -0.03], [0.01, 0.01, 0.01], [-0.03, 0.00, 0.00], [0.04, 0.00, 0.00], [-0.02, 0.00, 0.03], [0.01, 0.00, 0.02], [0.00, 0.00, 0.00], [0.00, 0.00, 0.00], [0.00, 0.00, 0.00], [0.01, 0.00, 0.00], [0.02, -0.01, 0.00], [0.00, -0.01, 0.00], [0.00, 0.00, 0.00], [0.00, 0.00, -0.01], [0.01, -0.01, -0.01], [0.00, 0.01, 0.00], [0.00, 0.00, 0.01], [0.00, 0.00, 0.00], [0.01, 0.00, 0.00], [0.00, 0.00, 0.00], [0.10, 0.02, 0.02], [-0.06, -0.04, 0.00], [0.03, 0.03, 0.02], [-0.01, 0.01, 0.01], [-0.01, -0.01, -0.01], [-0.01, 0.00, -0.02], [0.01, 0.00, 0.01], [-0.01, 0.00, -0.01], [0.00, 0.00, 0.01], [0.02, 0.00, 0.01], [-0.01, 0.03, -0.01], [0.04, -0.05, 0.01], [-0.07, 0.01, -0.02], [0.02, 0.01, 0.04], [0.00, 0.01, 0.00], [0.02, -0.01, -0.01], [-0.02, 0.01, 0.02], [0.04, -0.01, -0.02], [0.01, 0.00, -0.01], [0.00, 0.00, 0.01], [0.00, 0.00, 0.00], [0.00, 0.00, 0.00], [0.00, 0.00, 0.00], [0.00, 0.00, 0.00], [0.00, 0.00, -0.01], [0.00, 0.00, 0.00], [0.00, 0.00, 0.00], [0.00, 0.00, 0.00], [0.01, 0.00, 0.01], [0.02, -0.03, -0.01], [-0.01, 0.00, -0.02], [-0.01, 0.01, 0.02], [0.00, -0.02, 0.00], [0.00, 0.00, -0.01], [0.00, 0.01, 0.01], [0.00, 0.00, 0.01], [0.02, -0.02, -0.02], [-0.03, 0.06, 0.04], [0.00, 0.01, -0.03], [0.00, -0.04, 0.01], [0.00, 0.05, 0.02], [-0.01, -0.05, -0.14], [-0.07, -0.04, 0.04], [0.05, 0.00, 0.00], [0.01, 0.00, 0.00], [0.00, 0.00, 0.00], [0.00, 0.00, 0.00], [0.00, 0.00, -0.01], [0.00, 0.00, 0.00], [0.00, 0.00, 0.01], [0.00, -0.01, 0.00], [0.00, 0.00, 0.00], [0.01, 0.00, 0.00]]
}